{
  "formula": "C16H28N4",
  "method": "ωB97M-V with the def2-TZVPD basis set",
  "species": ["C", "C", "C", "C", "N", "H", "H", "H", "H", "H", "H", "H", "C", "C", "C", "C", "N", "H", "H", "H", "H", "H", "H", "H", "C", "C", "C", "C", "N", "H", "H", "H", "H", "H", "H", "H", "C", "C", "C", "C", "N", "H", "H", "H", "H", "H", "H", "H"],
  "coordinates": [[-4.6375, 0.3649, 0.6553], [-3.6664, 0.1126, 1.8209], [-2.8637, 1.4778, 2.2887], [-1.6538, 1.7115, 1.5645], [-0.6113, 1.8927, 1.0482], [-5.3574, 1.1640, 0.8325], [-5.1522, -0.5176, 0.2754], [-4.0471, 0.6918, -0.2007], [-2.9861, -0.7145, 1.6180], [-4.3893, -0.1705, 2.5861], [-2.7078, 1.3667, 3.3617], [-3.4168, 2.4027, 2.1251], [2.8869, -0.7254, -6.1607], [1.3568, -0.9064, -5.8567], [1.1077, -1.1036, -4.3446], [2.0027, -2.0420, -3.6630], [2.7964, -2.7466, -3.2103], [3.5674, -0.2047, -5.4869], [2.9244, -0.2384, -7.1351], [3.3481, -1.6951, -6.3478], [1.0521, -1.7918, -6.4147], [0.8400, -0.0068, -6.1910], [0.0878, -1.4578, -4.1945], [1.2067, -0.1701, -3.7907], [0.9404, -1.0311, 3.2853], [-0.1035, -0.2146, 4.0697], [-0.2110, 1.2096, 3.4008], [0.4129, 2.2308, 4.2782], [0.8960, 3.0977, 4.9114], [1.8339, -0.4318, 3.1102], [0.5771, -1.4134, 2.3314], [1.2548, -1.8880, 3.8811], [0.1498, -0.1964, 5.1297], [-1.0332, -0.7672, 4.2053], [-1.2273, 1.5615, 3.2234], [0.1495, 1.3161, 2.3777], [2.3558, -0.5704, 0.7269], [0.8390, -0.1959, 0.7574], [0.4600, 0.7602, -0.4304], [0.7045, 0.1679, -1.7769], [0.8366, -0.2355, -2.8220], [2.5370, -1.0357, 1.6958], [2.9155, 0.3631, 0.6685], [2.7746, -1.2010, -0.0574], [0.5263, 0.1633, 1.7379], [0.3263, -1.1572, 0.7270], [0.9767, 1.7127, -0.3130], [-0.5789, 1.0619, -0.2978]],
  "homo_energy_ha": -0.22795,
  "energy_ev": -22991.755,
  "lumo_ev": 0.0,
  "e_above_lowest_kj_mol": 1358.91
}

{
  "formula": "C16H28N4O2S",
  "method": "ωB97M-V with the def2-TZVPD basis set",
  "species": ["C", "C", "C", "C", "N", "N", "C", "S", "C", "C", "O", "N", "C", "C", "C", "C", "C", "C", "N", "C", "C", "O", "C", "H", "H", "H", "H", "H", "H", "H", "H", "H", "H", "H", "H", "H", "H", "H", "H", "H", "H", "H", "H", "H", "H", "H", "H", "H", "H", "H", "H"],
  "coordinates": [[0.6999, -5.5832, 0.9250], [0.3949, -5.1625, -0.5066], [1.0391, -3.8103, -0.8446], [0.4260, -2.7043, -0.0706], [0.9013, -2.1921, 1.0288], [0.0638, -1.2306, 1.4541], [-0.9166, -1.1712, 0.5978], [-2.2532, -0.0568, 0.6760], [-1.2892, 1.3143, 1.3703], [-0.2060, 1.6969, 0.3643], [-0.2019, 1.2340, -0.7624], [0.7409, 2.5446, 0.8007], [1.8033, 2.9507, -0.0994], [1.7064, 4.4476, -0.3841], [1.7388, 5.2313, 0.9254], [0.6292, 4.7468, 1.8602], [0.6685, 5.4749, 3.1991], [0.7765, 3.2321, 2.0690], [-0.7575, -2.0930, -0.3942], [-1.5803, -2.2217, -1.5653], [-1.0410, -1.3594, -2.7240], [-0.0166, -1.9879, -3.4584], [-0.4686, -2.8938, -4.4330], [0.1835, -6.5081, 1.1721], [1.7684, -5.7372, 1.0536], [0.3867, -4.8096, 1.6216], [-0.6884, -5.1022, -0.6430], [0.7753, -5.9158, -1.2002], [2.0984, -3.8437, -0.5892], [0.9426, -3.5938, -1.9094], [-0.8588, 0.9544, 2.3035], [-1.9851, 2.1342, 1.5455], [1.7034, 2.3687, -1.0163], [2.7652, 2.7176, 0.3704], [2.5328, 4.7487, -1.0287], [0.7719, 4.6503, -0.9113], [1.6184, 6.2979, 0.7273], [2.7063, 5.0876, 1.4127], [-0.3384, 4.9327, 1.3801], [0.5612, 6.5464, 3.0506], [-0.1370, 5.1354, 3.8462], [1.6146, 5.2917, 3.7037], [-0.0102, 2.8701, 2.7278], [1.7433, 3.0268, 2.5451], [-1.6194, -3.2734, -1.8593], [-2.5863, -1.8864, -1.3020], [-0.6069, -0.4437, -2.3118], [-1.8728, -1.0906, -3.3887], [-0.9961, -3.7507, -3.9960], [0.4175, -3.2517, -4.9541], [-1.1370, -2.4010, -5.1495]],
  "smiles": "CCCc1nnc(SCC(=O)N2CCC[C@H](C)C2)n1CCOC",
  "homo_energy_ha": -0.30051,
  "energy_ev": -37937.255,
  "lumo_ev": 0.7,
  "e_above_lowest_kj_mol": 57.00
}

{
  "formula": "C16H29B2ClN3O2Si2",
  "method": "ωB97M-V with the def2-TZVPD basis set",
  "species": ["C", "B", "O", "C", "C", "N", "C", "C", "B", "C", "O", "C", "C", "Cl", "C", "C", "N", "H", "H", "H", "H", "H", "H", "H", "H", "H", "H", "H", "C", "Si", "C", "C", "N", "Si", "C", "C", "C", "H", "H", "H", "H", "H", "H", "H", "H", "H", "H", "H", "H", "H", "H", "H", "H", "H", "H"],
  "coordinates": [[2.0768, 6.7298, -3.0755], [3.1868, 5.5427, -3.3756], [3.8655, 5.6168, -4.7167], [3.5408, 4.3336, -2.2679], [2.2708, 3.5077, -1.6748], [2.4415, 2.4117, -0.6619], [3.8780, 2.1450, -0.3120], [4.1620, 0.9325, 0.7954], [2.9587, 0.0637, 1.5200], [1.5147, 0.6504, 2.0431], [3.2000, -1.4019, 1.7587], [5.7132, 0.5228, 1.2221], [6.9640, 1.3406, 0.5402], [8.6835, 0.8070, 1.0372], [6.6424, 2.5550, -0.5161], [5.0961, 2.9897, -0.9823], [4.9974, 4.1267, -1.9604], [0.9978, 6.3061, -2.8134], [2.3951, 7.4584, -2.2050], [1.9170, 7.3874, -4.0576], [3.5336, 4.7860, -5.1902], [1.1819, 3.7745, -2.0242], [1.1248, 1.5969, 1.4763], [0.6778, -0.1840, 1.9028], [1.5489, 0.9289, 3.1908], [3.4843, -1.7875, 0.8576], [5.8769, -0.3743, 1.9905], [7.5903, 3.1363, -0.9499], [-6.2107, -4.7963, -0.2834], [-4.6312, -4.0582, 0.4495], [-3.1903, -4.9671, -0.3342], [-4.6553, -4.4368, 2.2861], [-4.6148, -2.3489, 0.1120], [-3.2951, -1.3440, 0.6451], [-1.6505, -1.8438, -0.1042], [-3.1198, -1.3050, 2.5118], [-3.6366, 0.4309, 0.0884], [-6.2483, -5.8723, -0.0850], [-7.0969, -4.3352, 0.1621], [-6.2432, -4.6464, -1.3663], [-3.3608, -6.0475, -0.2945], [-2.2529, -4.7664, 0.1891], [-3.0736, -4.6837, -1.3846], [-5.4162, -3.8407, 2.7986], [-3.6864, -4.2434, 2.7515], [-4.8898, -5.4936, 2.4489], [-1.2698, -2.7687, 0.3350], [-0.9017, -1.0657, 0.0777], [-1.7378, -1.9795, -1.1866], [-4.0858, -1.1213, 2.9917], [-2.4379, -0.5023, 2.8094], [-2.7092, -2.2405, 2.8986], [-4.5715, 0.8004, 0.5218], [-3.7095, 0.4866, -1.0014], [-2.8248, 1.0873, 0.4118]],
  "homo_energy_ha": -0.11394,
  "energy_ev": -55252.776,
  "lumo_ev": -0.3,
  "e_above_lowest_kj_mol": 1194.58,
  "charge": -1
}

{
  "formula": "C16H29BrN3",
  "method": "ωB97M-V with the def2-TZVPD basis set",
  "species": ["C", "C", "Br", "C", "C", "N", "C", "C", "C", "N", "C", "C", "C", "C", "C", "N", "C", "C", "C", "C", "H", "H", "H", "H", "H", "H", "H", "H", "H", "H", "H", "H", "H", "H", "H", "H", "H", "H", "H", "H", "H", "H", "H", "H", "H", "H", "H", "H", "H"],
  "coordinates": [[5.6248, -1.5059, -0.5173], [4.5873, -0.3932, -0.2772], [4.6614, 0.0546, 1.6479], [3.1759, -0.8479, -0.6527], [2.1493, 0.2847, -0.3762], [1.4660, 0.7526, -1.6215], [0.4918, 1.8836, -1.4048], [0.3762, 2.3477, 0.0510], [0.4215, 1.2417, 1.1331], [-0.9068, 1.0057, 1.7281], [1.1194, -0.0709, 0.6916], [0.1715, -1.2366, 0.3176], [-0.9685, -0.9265, -0.6732], [-2.1501, -1.9380, -0.5116], [-3.5033, -1.3290, -0.8338], [-3.9808, -0.3516, 0.1421], [-3.7176, -0.3686, 1.4611], [-4.2919, 0.6770, 2.0995], [-4.9631, 1.3811, 1.0579], [-4.7838, 0.7370, -0.1076], [5.1798, -2.4991, -0.4482], [6.1826, -1.3540, -1.4420], [6.3612, -1.4542, 0.2832], [4.8921, 0.5155, -0.7965], [2.9547, -1.6704, 0.0272], [3.1846, -1.1605, -1.7023], [2.7504, 1.1278, -0.0263], [2.1936, 1.0785, -2.2600], [1.0541, -0.0603, -2.0851], [0.8255, 2.7199, -2.0197], [-0.4567, 1.5654, -1.8299], [1.1318, 3.1068, 0.2534], [-0.5889, 2.8557, 0.1260], [1.0490, 1.6410, 1.9427], [-0.7355, 0.3902, 2.5220], [-1.1924, 1.8881, 2.1468], [1.7016, -0.4072, 1.5532], [-0.2512, -1.7009, 1.2066], [0.7892, -2.0145, -0.1514], [-1.4087, 0.0629, -0.5361], [-0.6735, -1.0179, -1.7289], [-2.1397, -2.4474, 0.4512], [-1.9750, -2.7093, -1.2687], [-4.2852, -2.0900, -0.9190], [-3.4603, -0.8193, -1.8015], [-3.1290, -1.1129, 1.9782], [-4.2402, 0.9356, 3.1413], [-5.5490, 2.2870, 1.1309], [-5.1440, 0.9461, -1.1016]],
  "smiles": "C[C@H](Br)C[C@H]1[NH2+]CC[C@@H](N)[C@H]1CCCCn1cccc1",
  "homo_energy_ha": -0.37887,
  "energy_ev": -91568.746,
  "lumo_ev": -3.0,
  "charge": 1
}

{
  "formula": "C16H29ClN3",
  "method": "ωB97M-V with the def2-TZVPD basis set",
  "species": ["C", "C", "C", "C", "C", "C", "C", "C", "Cl", "N", "C", "C", "C", "C", "C", "N", "N", "C", "C", "C", "H", "H", "H", "H", "H", "H", "H", "H", "H", "H", "H", "H", "H", "H", "H", "H", "H", "H", "H", "H", "H", "H", "H", "H", "H", "H", "H", "H", "H"],
  "coordinates": [[-5.4028, 0.9530, -0.7130], [-4.1043, 0.1992, -0.5630], [-2.9337, 0.6098, 0.5547], [-1.5448, -0.0896, 0.0254], [-0.7271, 0.3708, -1.3188], [-0.9776, 1.5550, -2.4239], [-1.3163, 3.0323, -1.7999], [-0.5882, 3.3694, -0.3701], [-3.1477, 3.4082, -1.6740], [0.4821, -0.5645, -1.4863], [0.5002, -1.5500, -0.3337], [1.6545, -2.7222, -0.1548], [3.1893, -2.1256, -0.1703], [3.9429, -2.4290, -1.6076], [3.8837, -1.1355, -2.6507], [-0.7114, -1.2335, 0.5667], [-1.0733, -1.8654, 1.7463], [-0.7935, -0.8769, 2.8723], [0.6464, -0.0945, 2.7361], [0.9952, 0.8689, 4.0529], [-6.3978, 0.5806, -0.1686], [-5.5401, 1.9018, -1.4069], [-3.8996, -0.7496, -1.2178], [-2.7344, 1.7661, 0.6054], [-3.3288, 0.2013, 1.5827], [-0.0854, 1.5990, -3.1922], [-1.9315, 1.2354, -3.0642], [-0.8915, 3.8274, -2.5825], [-1.1559, 4.3216, 0.0732], [0.5273, 3.7455, -0.5487], [-0.6757, 2.5336, 0.4442], [1.1442, -0.4732, -2.3149], [1.5514, -3.5487, -1.0067], [1.4610, -3.2770, 0.8584], [3.8756, -2.6091, 0.6707], [3.1739, -0.9585, 0.0789], [3.4553, -3.3391, -2.1963], [5.0629, -2.7571, -1.4009], [3.5586, -0.1581, -2.0594], [3.1622, -1.3357, -3.5528], [4.9772, -0.9960, -3.0819], [-0.4979, -2.7258, 1.9120], [-0.7381, -1.5022, 3.8839], [-1.6343, -0.0696, 3.0230], [0.7112, 0.6254, 1.7886], [1.4704, -0.9188, 2.6006], [1.4753, 0.2502, 4.9255], [0.0860, 1.5360, 4.3802], [1.8450, 1.6146, 3.6786]],
  "smiles": "C=CCc1c(C[C@H](C)Cl)[nH]c(CCCC)[n+]1NCCC",
  "homo_energy_ha": -0.36990,
  "energy_ev": -34034.782,
  "lumo_ev": -3.4,
  "e_above_lowest_kj_mol": 1365.46,
  "charge": 1
}

{
  "formula": "C16H29F3N2O17Ti",
  "method": "ωB97M-V with the def2-TZVPD basis set",
  "species": ["Ti", "N", "O", "O", "O", "N", "O", "O", "O", "C", "C", "O", "C", "O", "O", "C", "H", "H", "H", "H", "H", "H", "H", "H", "C", "C", "O", "C", "O", "O", "C", "H", "H", "H", "H", "H", "H", "H", "H", "C", "C", "O", "C", "O", "O", "C", "H", "H", "H", "H", "H", "H", "H", "H", "C", "C", "O", "C", "O", "C", "F", "F", "F", "H", "H", "H", "H", "H"],
  "coordinates": [[25.1561, 14.0876, -7.7440], [27.3063, 14.4252, -10.4504], [28.1149, 15.3689, -10.5229], [27.4586, 13.4068, -11.1160], [26.2846, 14.5326, -9.6975], [27.0717, 11.2452, -7.7303], [27.7829, 10.6165, -6.9443], [27.0365, 10.9890, -8.9255], [26.2968, 12.1616, -7.2717], [24.2919, 10.5898, -4.1649], [24.5362, 11.9021, -4.8379], [23.6524, 12.9169, -4.2431], [23.3224, 13.9488, -4.9787], [23.6860, 14.2164, -6.1056], [22.5232, 14.7433, -4.2844], [22.1061, 15.9316, -4.9768], [23.2602, 10.2902, -4.3639], [24.4136, 10.6420, -3.0839], [24.9603, 9.8300, -4.5652], [24.3911, 11.9076, -5.9159], [25.5236, 12.3356, -4.6679], [21.6756, 15.7340, -5.9526], [22.9574, 16.6143, -5.0019], [21.3844, 16.4661, -4.3604], [23.5021, 8.7441, -7.9159], [24.0162, 9.9924, -8.6143], [22.9349, 10.7012, -9.2198], [23.0239, 12.0010, -9.3947], [23.9866, 12.6759, -9.0975], [21.8681, 12.5005, -9.7778], [21.8431, 13.9415, -9.9236], [24.1742, 8.4898, -7.1015], [23.4889, 7.9121, -8.6210], [22.4689, 8.9389, -7.6282], [24.7842, 9.7753, -9.3606], [24.5919, 10.6492, -7.9589], [20.9069, 14.1338, -10.4364], [22.6935, 14.2732, -10.5160], [21.8855, 14.4519, -8.9648], [25.6835, 17.6463, -4.2659], [26.2444, 16.2759, -3.9770], [27.5195, 16.0959, -4.6056], [27.5146, 15.8379, -5.9065], [26.5065, 15.6169, -6.5451], [28.7367, 15.8443, -6.3609], [28.9181, 15.4260, -7.7271], [26.4919, 18.3830, -4.2656], [25.0007, 17.9549, -3.4756], [25.2605, 17.7219, -5.2678], [25.6110, 15.4470, -4.2993], [26.3938, 16.1339, -2.9087], [28.3582, 14.5069, -7.9090], [29.9591, 15.1649, -7.8839], [28.5707, 16.1813, -8.4238], [25.9470, 18.3340, -8.4573], [25.3989, 17.8867, -9.8010], [23.9774, 17.9952, -9.8169], [23.2635, 17.1567, -8.9892], [23.7913, 16.1791, -8.3405], [21.8480, 17.5154, -8.8947], [21.6036, 18.6058, -8.0569], [21.2756, 17.8955, -10.0712], [21.0972, 16.5131, -8.3856], [25.6570, 17.5611, -7.7399], [25.5720, 19.3114, -8.1657], [27.0365, 18.2268, -8.4009], [25.6396, 16.8451, -10.0175], [25.7130, 18.5423, -10.6116]],
  "multiplicity": 4,
  "homo_energy_ha": [-0.07752, -0.22129],
  "energy_ev": -86114.162,
  "lumo_ev": [2.2, 2.2],
  "e_above_lowest_kj_mol": 5.76,
  "charge": -1
}